10 unconnected molecules or ions with the total composition C40H45Br10N5O10 in a non-equilibrium geometry. Source: the Open Molecules 2025 dataset; level of theory: wB97M-V/def2-TZVPD.

Each line ends with the Mulliken charge.
CARTESIAN COORDINATES (ANGSTROEM)
O: 25.098 9.797 0.725  -0.592
N: 24.540 10.172 1.722  1.023
O: 24.691 11.225 2.253  -0.588
C: 23.740 9.103 2.417  -0.043
C: 23.000 8.154 1.623  -0.616
C: 22.324 7.179 2.237  -0.545
C: 22.315 7.023 3.584  -0.126
C: 22.968 7.956 4.418  0.112
C: 23.636 9.015 3.858  -0.230
H: 23.008 8.243 0.547  0.421
H: 21.691 6.501 1.683  0.385
H: 21.759 6.184 3.976  0.188
H: 22.998 7.689 5.464  0.140
H: 24.127 9.827 4.374  0.453
O: 20.841 2.018 10.095  -0.583
N: 20.507 3.150 9.641  0.963
O: 21.200 4.117 9.581  -0.428
C: 19.089 3.349 9.278  -0.305
C: 18.681 4.445 8.519  0.044
C: 17.352 4.619 8.078  -0.673
C: 16.378 3.795 8.601  -0.423
C: 16.764 2.746 9.384  -0.479
C: 18.075 2.500 9.715  -0.275
H: 19.258 5.280 8.151  0.546
H: 17.107 5.429 7.407  0.398
H: 15.382 4.134 8.358  0.375
H: 16.067 2.037 9.806  0.353
H: 18.279 1.635 10.329  0.453
O: 26.624 8.620 5.338  -0.411
N: 27.765 8.940 5.707  0.900
O: 28.017 10.065 6.021  -0.525
C: 28.806 7.834 5.850  0.099
C: 30.092 8.174 6.404  -0.473
C: 31.060 7.180 6.473  -0.362
C: 30.813 5.930 5.925  -0.390
C: 29.590 5.559 5.399  -0.756
C: 28.532 6.476 5.449  -0.317
H: 30.211 9.111 6.927  0.473
H: 32.045 7.405 6.854  0.497
H: 31.498 5.104 6.046  0.366
H: 29.377 4.561 5.044  0.439
H: 27.535 6.267 5.089  0.467
O: 24.148 3.154 10.105  -0.441
N: 24.572 3.740 11.133  1.207
O: 24.919 4.899 11.095  -0.618
C: 24.686 3.038 12.407  -0.296
C: 24.422 1.656 12.534  0.007
C: 24.700 0.955 13.751  -0.741
C: 25.310 1.640 14.832  -0.302
C: 25.619 2.996 14.700  -0.700
C: 25.214 3.685 13.557  -0.277
H: 23.929 1.163 11.708  0.519
H: 24.568 -0.116 13.785  0.377
H: 25.535 1.185 15.786  0.392
H: 26.009 3.588 15.515  0.435
H: 25.317 4.756 13.457  0.441
O: 27.756 2.328 11.086  -0.612
N: 28.118 3.276 10.420  1.009
O: 27.377 3.917 9.614  -0.334
C: 29.542 3.739 10.637  -0.252
C: 30.162 4.580 9.633  0.071
C: 31.522 4.913 9.709  -0.366
C: 32.238 4.528 10.877  -0.414
C: 31.568 3.757 11.949  -0.627
C: 30.268 3.404 11.782  -0.389
H: 29.576 4.802 8.754  0.395
H: 31.934 5.640 9.026  0.291
H: 33.251 4.868 11.031  0.396
H: 32.119 3.573 12.860  0.405
H: 29.696 2.825 12.491  0.446
Br: 25.263 -1.450 9.880  -0.208
C: 26.065 -0.591 8.248  -0.465
C: 25.906 0.850 8.396  0.089
Br: 27.194 1.806 7.212  -0.151
H: 25.596 -0.962 7.337  0.293
H: 27.128 -0.833 8.252  0.419
H: 26.154 1.198 9.399  -0.086
H: 24.897 1.202 8.179  0.083
Br: 25.299 11.943 6.672  -0.151
C: 23.980 11.483 8.112  -0.428
C: 22.644 11.320 7.357  -0.414
Br: 21.309 11.305 8.846  -0.201
H: 23.926 12.331 8.794  0.451
H: 24.228 10.525 8.570  0.114
H: 22.592 10.373 6.819  0.112
H: 22.456 12.189 6.727  0.471
Br: 20.947 4.090 5.747  -0.170
C: 22.142 2.552 6.188  -0.259
C: 22.219 1.649 5.020  -0.583
Br: 23.432 0.130 5.426  -0.190
H: 21.834 2.116 7.138  0.496
H: 23.122 2.945 6.460  -0.068
H: 22.574 2.293 4.216  0.384
H: 21.259 1.237 4.708  0.420
Br: 25.115 5.258 5.579  -0.147
C: 24.933 5.146 7.577  0.146
C: 23.633 5.970 7.958  -0.423
Br: 24.170 7.847 8.186  -0.098
H: 25.828 5.564 8.040  0.263
H: 24.918 4.104 7.896  -0.396
H: 23.247 5.787 8.961  0.310
H: 22.809 5.838 7.257  0.422
Br: 27.978 10.766 9.632  -0.137
C: 27.474 8.869 9.326  -0.298
C: 28.482 7.885 9.605  0.112
Br: 29.055 7.995 11.541  -0.172
H: 27.135 8.933 8.292  -0.296
H: 26.500 8.686 9.780  0.550
H: 29.373 8.038 8.998  0.288
H: 28.208 6.853 9.383  -0.059

Atomic forces in eV per Å
O 0.2 0.0 -1.3
N -0.3 -2.5 1.1
O -0.2 1.6 0.8
C -2.1 -1.6 0.9
C 2.7 3.3 -0.3
C -1.6 -1.6 -0.2
C 0.4 0.7 1.6
C -0.5 -1.6 -0.5
C 1.0 1.3 -2.8
H 0.1 0.1 -0.1
H 0.2 -0.1 -0.4
H 0.1 0.0 0.4
H 0.0 0.7 0.2
H 0.1 -0.2 0.6
O -0.6 2.4 -1.2
N -1.1 -2.4 1.6
O 1.1 0.6 -0.3
C -1.2 0.4 -0.5
C -0.4 0.9 -1.3
C 1.2 -0.6 1.2
C -0.1 1.3 -1.1
C -0.5 -1.0 0.9
C 1.0 -0.4 0.0
H 1.1 -0.5 0.3
H 0.1 0.1 0.1
H -0.5 -0.8 0.2
H -0.4 0.2 -0.1
H 0.3 0.0 0.0
O 1.5 -0.6 0.0
N -1.9 -1.7 0.0
O 1.4 0.6 0.3
C 1.3 -0.9 0.3
C -2.1 -0.7 -0.2
C -0.2 0.3 -0.6
C 0.0 -1.0 0.4
C -1.3 1.0 0.6
C 0.5 2.6 -0.4
H 0.1 0.3 -0.4
H 0.0 0.0 0.3
H 0.6 0.3 -0.2
H 0.2 -0.1 0.0
H 0.1 -0.2 0.0
O 0.7 0.3 2.3
N -0.9 -0.4 -2.1
O 0.1 0.2 0.4
C 0.6 -1.9 2.3
C 0.0 0.3 0.6
C 0.7 1.6 -0.6
C -0.2 0.2 -1.1
C -1.4 0.2 -0.7
C 0.1 0.2 -1.5
H 0.2 -0.3 -0.1
H -0.3 0.0 0.1
H 0.0 -0.5 -0.1
H 0.1 -0.2 0.1
H 0.3 0.1 0.2
O -0.1 0.2 -0.4
N -0.5 1.8 -0.8
O 2.1 -1.6 2.0
C 1.3 1.9 -2.1
C -0.8 -2.0 0.9
C -0.4 -0.2 2.4
C -2.1 -0.9 0.9
C 2.2 2.2 -2.5
C -2.2 -0.9 -0.4
H -0.1 0.3 0.0
H 0.2 -0.3 -0.3
H 0.1 -0.1 0.0
H -0.1 -0.2 0.0
H 0.3 -0.1 0.4
Br 0.3 0.2 -1.0
C 0.4 -1.2 0.2
C -0.2 2.0 0.5
Br -0.6 -0.4 0.1
H -0.1 -0.3 0.3
H -0.2 -0.4 0.1
H 0.1 0.0 -0.2
H 0.2 0.0 -0.2
Br -0.4 -0.4 0.8
C -0.6 0.1 -1.6
C 0.6 0.4 1.3
Br 0.1 -0.1 -0.7
H 0.3 -0.3 -0.1
H 0.4 0.5 0.1
H -0.1 0.2 0.1
H -0.2 -0.3 0.1
Br 0.5 -0.8 0.3
C 0.2 0.6 1.6
C -0.1 0.0 -0.6
Br -0.5 0.8 -0.3
H -0.7 -0.2 -0.3
H 0.0 0.4 -0.5
H 0.5 -0.7 -0.3
H 0.2 -0.1 0.3
Br -0.1 -0.3 1.1
C -1.2 0.8 -0.1
C 1.4 -0.6 0.5
Br -0.3 -0.1 -0.5
H -0.1 0.2 -0.3
H -0.4 0.0 -0.3
H 0.3 -0.6 -0.1
H 0.3 0.3 -0.2
Br -0.1 -0.8 0.1
C -2.6 1.9 -0.8
C 2.2 -0.9 0.7
Br -0.3 -0.4 -1.1
H 0.7 -0.4 -0.4
H 0.4 0.2 0.8
H 0.2 0.2 0.4
H -0.5 0.0 0.4

Energy relative to the best compared isomer or geometry (same formula, charge and spin) ... 2.3441 eV
SMILES string ... O=[N+]([O-])c1ccccc1.O=[N+]([O-])c1ccccc1.O=[N+]([O-])c1ccccc1.O=[N+]([O-])c1ccccc1.O=[N+]([O-])c1ccccc1.BrCCBr.BrCCBr.BrCCBr.BrCCBr.BrCCBr
Spin multiplicity ... 1
HOMO-LUMO gap ... 8.43 eV
M ... 1554.87 g mol⁻¹
HOMO ... -0.345 hartree
E_tot ... -28317.0040 Eh